ORCA calculation (ωB97M-V with the def2-TZVPD basis set) on a cluster of 4 separate species, C15H32FO9P2S3 in total.

Output
E_HOMO = -2.748 eV
lowest unoccupied orbital energy = 2.24 eV
orbital gap = 0.1831 Eh
charge = -1
E = -3245.107138 a.u.

Positions of all 62 atoms, in Å:
C1 0.356 5.673 1.495
C2 0.953 4.312 1.825
F1 0.605 4.022 3.171
C3 0.457 3.202 0.935
P1 1.532 2.960 -0.436
P2 1.284 0.834 -0.799
O1 0.701 0.000 0.278
O2 2.768 0.302 -1.203
O3 0.476 0.581 -2.184
H1 0.950 6.498 1.902
H2 -0.659 5.718 1.897
H3 0.286 5.782 0.411
H4 2.056 4.422 1.828
H5 0.422 2.263 1.495
H6 0.842 3.337 -1.650
H7 3.424 0.929 -0.865
H8 0.465 1.390 -2.713
C4 -0.155 -3.999 -5.201
C5 -0.048 -3.265 -3.858
C6 -0.332 -1.782 -4.114
S1 -1.425 -1.729 -5.541
O4 -0.741 -1.092 -6.641
O5 -2.744 -1.288 -5.167
C7 -1.442 -3.500 -5.844
H9 -0.166 -5.081 -5.075
H10 0.697 -3.743 -5.835
H11 -0.785 -3.667 -3.160
H12 0.934 -3.391 -3.404
H13 -0.819 -1.288 -3.278
H14 0.567 -1.230 -4.378
H15 -1.508 -3.658 -6.918
H16 -2.326 -3.901 -5.348
C8 -2.761 0.211 2.004
C9 -4.158 0.157 2.648
C10 -4.658 1.602 2.765
S2 -3.863 2.499 1.412
O6 -2.987 3.471 2.005
O7 -4.856 2.896 0.441
C11 -2.877 1.140 0.804
H17 -2.407 -0.774 1.702
H18 -2.037 0.624 2.710
H19 -4.834 -0.422 2.014
H20 -4.130 -0.325 3.626
H21 -5.734 1.711 2.660
H22 -4.321 2.073 3.686
H23 -1.926 1.553 0.460
H24 -3.426 0.679 -0.018
C12 3.142 -3.082 2.509
C13 1.961 -2.121 2.705
C14 2.510 -0.834 3.325
S3 4.214 -0.700 2.763
O8 5.127 -0.803 3.878
O9 4.342 0.398 1.841
C15 4.240 -2.249 1.859
H25 2.870 -3.932 1.883
H26 3.487 -3.468 3.471
H27 1.510 -1.880 1.739
H28 1.187 -2.554 3.337
H29 1.983 0.054 2.981
H30 2.540 -0.863 4.413
H31 5.242 -2.666 1.927
H32 3.993 -2.009 0.824

=====

ORCA calculation (ωB97M-V with the def2-TZVPD basis set) on a structure of composition C15H32HgNO3P2 at a distorted geometry.

Output
E_HOMO (alpha / beta) = -8.969 / -8.982 eV
lowest unoccupied orbital energy (alpha / beta) = -4.35 / -4.34 eV
orbital gap (alpha / beta) = 0.1697 / 0.1705 Eh
charge = +1
E = -1706.963038 a.u.

Positions of all 54 atoms, in Å:
Hg1 0.169 -0.652 0.408
P1 0.007 2.021 0.640
C1 -0.291 3.057 -0.810
C2 -0.320 2.435 -2.064
N1 -0.371 1.058 -2.082
C3 0.125 0.406 -3.116
C4 0.492 1.098 -4.270
C5 0.194 2.449 -4.407
C6 -0.334 3.119 -3.315
C7 0.457 -1.064 -3.041
P2 -0.268 -1.954 -1.611
H1 -0.671 4.148 -3.385
H2 0.996 0.524 -5.025
H3 0.452 2.973 -5.324
H4 0.164 -1.577 -3.965
H5 1.542 -1.189 -2.964
H6 -5.125 2.058 -1.607
H7 -0.843 3.978 -0.674
H8 -3.315 -1.242 0.089
O1 -4.767 1.971 -0.644
H9 -5.306 2.597 -0.119
H10 -1.746 -0.615 0.316
O2 -2.750 -0.932 0.817
H11 -3.091 -0.168 1.330
C8 -2.000 -2.010 -2.240
H12 -1.941 -2.408 -3.277
H13 -2.619 -2.712 -1.638
H14 -2.440 -0.995 -2.304
C9 0.241 -3.676 -1.747
H15 -0.272 -4.276 -0.988
H16 0.018 -4.118 -2.725
H17 1.315 -3.786 -1.569
C10 1.769 2.479 0.935
H18 1.706 3.513 1.298
H19 2.253 1.783 1.646
H20 2.220 2.422 -0.067
C11 -0.981 2.359 2.142
H21 -0.642 1.671 2.936
H22 -0.833 3.391 2.485
H23 -2.061 2.190 1.983
C12 2.878 -0.418 3.946
C13 1.923 -1.243 3.071
C14 2.656 -2.497 2.615
C15 0.710 -1.594 3.914
O3 1.561 -0.489 1.964
H24 3.228 -1.004 4.808
H25 2.370 0.469 4.348
H26 3.769 -0.108 3.383
H27 3.023 -3.049 3.489
H28 1.987 -3.136 2.027
H29 3.522 -2.233 1.996
H30 0.189 -0.683 4.239
H31 0.006 -2.212 3.345
H32 1.044 -2.132 4.808

=====

ORCA calculation (ωB97M-V with the def2-TZVPD basis set) on a structure of composition C15H32LaN6O7 at a distorted geometry.

Output
E_HOMO (alpha / beta) = -10.472 / -10.481 eV
lowest unoccupied orbital energy (alpha / beta) = -5.40 / -4.68 eV
orbital gap (alpha / beta) = 0.1865 / 0.2132 Eh
charge = +1
E = -1477.182066 a.u.

Positions of all 61 atoms, in Å:
O1 -2.250 -2.681 -2.582
H1 -2.439 -3.642 -2.466
La1 -1.309 -0.866 -0.527
N1 -0.431 -0.180 -2.735
N2 0.878 -1.787 -1.468
N3 -2.714 -0.019 1.427
N4 -0.469 -1.164 1.820
O2 -1.653 0.206 -2.921
O3 -3.875 0.473 1.091
O4 0.833 -1.628 1.943
O5 1.635 -2.399 -0.617
C1 1.012 -1.975 -2.823
C2 0.090 -1.160 -3.546
C3 -2.324 -0.043 2.724
C4 -1.050 -0.693 2.945
C5 -0.466 -1.397 -4.891
H2 -1.392 -1.992 -4.807
H3 0.245 -1.941 -5.523
H4 -0.719 -0.442 -5.373
C6 1.882 -2.986 -3.472
H5 1.721 -3.986 -3.051
H6 2.940 -2.723 -3.354
H7 1.672 -3.033 -4.548
C7 -3.121 0.614 3.801
C8 -0.469 -0.739 4.315
H8 -4.155 0.749 3.457
H9 -2.725 1.614 4.050
H10 -3.131 0.032 4.733
H11 0.548 -1.136 4.295
H12 -1.086 -1.371 4.971
H13 -0.450 0.262 4.776
H14 -4.091 -0.441 -0.191
H15 1.121 -1.905 1.009
C9 -1.601 -3.428 0.012
H16 -2.031 -4.277 -0.532
H17 -2.217 -3.218 0.908
H18 -0.590 -3.696 0.363
O6 -3.787 -1.148 -0.866
H19 -3.115 -2.229 -2.529
H20 -4.315 -1.954 -0.707
C10 0.690 2.084 2.671
N5 1.513 2.558 1.588
C11 2.156 3.836 1.755
C12 3.412 3.878 0.925
C13 3.114 3.513 -0.508
N6 2.200 2.400 -0.621
C14 2.128 1.804 -1.937
C15 1.346 1.986 0.358
O7 0.454 1.115 0.155
H21 0.955 2.635 3.579
H22 0.866 1.018 2.841
H23 -0.381 2.221 2.465
H24 1.484 4.656 1.447
H25 2.380 3.957 2.817
H26 4.156 3.186 1.334
H27 3.840 4.885 0.952
H28 4.032 3.241 -1.043
H29 2.684 4.387 -1.027
H30 1.887 2.570 -2.689
H31 3.111 1.384 -2.202
H32 1.374 1.016 -1.971